Entry 1:
{"formula": "C37H42BrMnN5OPS2", "method": "wB97M-V/def2-TZVPD", "fmax_ev_per_a": 1.1, "s2": 0.79, "orbital_gap_ha": [0.23597, 0.22556], "e_lumo_ev": [2.28, 2.27], "molar_mass_g_mol": 802.73, "spin_multiplicity": 2, "e_homo_ev": [-4.146, -3.866], "charge": -1, "species": ["Mn", "C", "N", "C", "C", "N", "C", "C", "C", "C", "C", "C", "C", "S", "C", "C", "C", "C", "C", "C", "S", "H", "H", "H", "H", "H", "H", "H", "H", "H", "H", "H", "H", "H", "H", "H", "H", "H", "H", "Br", "C", "C", "C", "C", "C", "C", "N", "N", "C", "C", "C", "C", "O", "C", "N", "C", "C", "C", "C", "H", "H", "H", "H", "H", "H", "H", "H", "H", "C", "C", "P", "C", "C", "C", "C", "H", "H", "H", "H", "H", "H", "H", "H", "H", "H", "H", "H", "H", "H", "H"], "positions_angstrom": [[-0.510, -0.147, -0.266], [1.610, -2.040, -1.254], [0.248, -2.200, -0.722], [0.282, -2.786, 0.627], [-1.091, -2.680, 1.244], [-1.416, -1.255, 1.473], [-2.887, -1.098, 1.488], [-0.865, -0.811, 2.761], [-1.390, -1.324, 3.945], [-0.967, -0.870, 5.182], [0.003, 0.128, 5.232], [0.558, 0.610, 4.065], [0.169, 0.134, 2.798], [0.994, 0.681, 1.370], [-0.582, -2.994, -1.619], [-0.214, -4.305, -1.904], [-0.973, -5.094, -2.751], [-2.121, -4.552, -3.320], [-2.491, -3.251, -3.040], [-1.735, -2.434, -2.183], [-2.205, -0.790, -1.857], [1.544, -1.750, -2.300], [2.194, -2.966, -1.165], [2.114, -1.252, -0.698], [1.010, -2.224, 1.215], [0.604, -3.837, 0.601], [-1.126, -3.248, 2.179], [-1.841, -3.095, 0.568], [-3.137, -0.075, 1.745], [-3.359, -1.759, 2.222], [-3.271, -1.317, 0.494], [-2.153, -2.092, 3.903], [-1.391, -1.282, 6.089], [0.326, 0.527, 6.186], [1.326, 1.373, 4.100], [0.684, -4.714, -1.453], [-0.674, -6.113, -2.964], [-2.727, -5.148, -3.992], [-3.384, -2.828, -3.484], [-7.471, 1.737, -3.121], [-5.984, 2.904, -3.300], [-6.137, 4.248, -3.012], [-5.046, 5.091, -3.147], [-3.800, 4.606, -3.534], [-3.679, 3.247, -3.845], [-4.766, 2.399, -3.730], [-2.798, 5.613, -3.706], [-1.561, 5.395, -3.639], [-1.003, 4.305, -2.967], [0.147, 3.775, -3.544], [0.714, 2.583, -3.133], [0.131, 1.845, -2.088], [0.533, 0.706, -1.705], [-0.977, 2.463, -1.375], [-1.439, 1.770, -0.299], [-2.323, 2.351, 0.477], [-2.809, 3.646, 0.241], [-2.414, 4.316, -0.881], [-1.491, 3.711, -1.761], [-7.095, 4.633, -2.691], [-5.141, 6.151, -2.943], [-2.740, 2.836, -4.187], [-4.653, 1.346, -3.953], [0.552, 4.307, -4.398], [1.582, 2.169, -3.628], [-2.662, 1.795, 1.338], [-3.496, 4.093, 0.947], [-2.782, 5.312, -1.085], [6.439, -2.857, 2.151], [4.939, -3.040, 1.932], [3.868, -1.519, 1.779], [5.021, -0.482, 0.754], [4.362, 0.729, 0.091], [4.055, -0.835, 3.502], [4.259, 0.676, 3.589], [6.929, -3.811, 2.361], [6.644, -2.191, 2.992], [6.920, -2.429, 1.271], [4.511, -3.614, 2.759], [4.761, -3.630, 1.029], [5.378, -1.159, -0.028], [5.893, -0.179, 1.339], [3.491, 0.434, -0.496], [5.066, 1.230, -0.578], [4.011, 1.457, 0.821], [4.862, -1.362, 4.020], [3.124, -1.089, 4.015], [5.262, 0.969, 3.273], [4.121, 1.024, 4.615], [3.536, 1.201, 2.964]], "atomic_forces_ev_per_a": [[-0.9602, -0.4013, -0.2010], [0.0514, -0.0324, -0.0635], [0.0910, 0.4506, 0.2639], [0.0492, -0.1233, 0.0493], [0.1341, 0.0300, -0.0521], [-0.1452, 0.1874, 0.1646], [0.0640, -0.1714, -0.0061], [-0.0569, 0.0626, -0.0632], [-0.0007, 0.0210, -0.0016], [0.0245, -0.0029, 0.0035], [-0.0174, -0.0166, 0.0239], [0.0409, -0.0373, -0.0300], [0.1171, -0.1141, 0.0243], [-0.0666, 0.1000, 0.0062], [0.0633, -0.0296, -0.0417], [-0.0117, 0.0150, 0.0067], [-0.0197, 0.0050, -0.0076], [0.0223, -0.0288, -0.0117], [0.0017, 0.0372, 0.0099], [0.0733, -0.0078, 0.0255], [0.0290, 0.0988, 0.1180], [-0.0026, 0.0535, 0.0268], [-0.0338, -0.0161, -0.0237], [-0.0084, -0.0546, 0.0413], [0.0085, -0.0108, -0.0050], [0.0058, 0.0178, -0.0205], [-0.0622, 0.0176, 0.0141], [0.0287, 0.0121, -0.0392], [-0.0264, 0.0898, 0.0399], [-0.0163, -0.0197, -0.0228], [0.0085, 0.0293, -0.0110], [-0.0130, 0.0163, -0.0036], [-0.0147, 0.0176, 0.0017], [0.0228, -0.0179, 0.0002], [-0.0052, 0.0004, 0.0084], [0.0076, 0.0079, -0.0106], [0.0020, 0.0010, -0.0062], [-0.0106, -0.0032, 0.0123], [-0.0010, -0.0049, -0.0027], [-0.0092, -0.0090, 0.0049], [0.0380, 0.0048, -0.0262], [0.0110, 0.0051, 0.0018], [-0.0285, -0.0362, 0.1090], [0.0457, 0.1033, 0.5273], [0.1195, 0.1200, -0.0916], [-0.0495, 0.0003, 0.0037], [0.2229, -0.3277, -0.7505], [-0.2274, 0.3709, 0.5471], [0.0911, -0.2056, -0.1683], [-0.0582, 0.0149, -0.0506], [-0.0376, -0.0426, 0.0129], [-0.1333, 0.0253, 0.0664], [0.3096, -0.0240, -0.1743], [0.0303, -0.0265, -0.0987], [0.4866, -0.0025, -0.0522], [-0.0106, -0.0599, 0.0168], [-0.0296, -0.0290, -0.0038], [-0.0358, 0.0062, -0.0851], [-0.2232, 0.0221, -0.0853], [-0.0014, -0.0032, -0.0037], [-0.0079, 0.0031, -0.0127], [0.0956, 0.0100, 0.0668], [-0.0055, 0.0143, 0.0160], [0.0146, 0.0011, 0.0041], [0.0022, 0.0115, -0.0116], [0.0276, -0.0425, 0.0849], [-0.0110, -0.0107, -0.0035], [-0.0393, 0.0052, -0.0417], [-0.0114, 0.0180, 0.0326], [0.0025, 0.0633, 0.0915], [0.1534, -0.1703, -0.1149], [-0.1257, 0.0564, 0.0280], [-0.0031, -0.0277, -0.0042], [-0.0367, 0.0235, -0.0275], [-0.0284, 0.0068, 0.0008], [-0.0066, -0.0003, -0.0053], [0.0008, -0.0078, -0.0019], [0.0003, 0.0085, 0.0029], [-0.0309, -0.0281, -0.0327], [0.0078, -0.0185, 0.0149], [0.0356, -0.0155, 0.0182], [0.0411, -0.0146, -0.0449], [0.0172, 0.0285, 0.0043], [0.0039, 0.0036, 0.0093], [-0.0010, 0.0029, 0.0001], [0.0133, 0.0444, 0.0271], [0.0112, -0.0436, -0.0016], [-0.0148, 0.0025, -0.0419], [0.0361, -0.0099, 0.0058], [-0.0241, 0.0010, 0.0208]]}



Entry 2:
{"formula": "C37H42F5N2O", "method": "wB97M-V/def2-TZVPD", "fmax_ev_per_a": 0.4, "orbital_gap_ha": 0.27438, "e_lumo_ev": -2.85, "molar_mass_g_mol": 625.75, "spin_multiplicity": 1, "e_homo_ev": -10.319, "charge": 1, "species": ["C", "C", "C", "O", "C", "C", "N", "C", "C", "N", "H", "H", "H", "H", "H", "H", "H", "H", "H", "H", "H", "H", "H", "H", "H", "H", "H", "F", "C", "C", "C", "C", "C", "C", "H", "H", "H", "H", "H", "F", "C", "C", "C", "C", "C", "C", "H", "H", "H", "H", "H", "F", "C", "C", "C", "C", "C", "C", "H", "H", "H", "H", "H", "F", "C", "C", "C", "C", "C", "C", "H", "H", "H", "H", "H", "F", "C", "C", "C", "C", "C", "C", "H", "H", "H", "H", "H"], "positions_angstrom": [[-2.519, -0.305, -2.144], [-3.835, 0.076, -2.827], [-4.205, -0.876, -3.942], [-3.190, -0.875, -4.976], [-3.284, 0.096, -5.944], [-2.209, 1.183, -5.837], [-1.681, 1.468, -7.170], [-0.847, 0.352, -7.633], [-1.640, -0.957, -7.529], [-3.083, -0.648, -7.258], [-2.429, 0.206, -1.189], [-2.456, -1.380, -1.979], [-1.677, -0.002, -2.766], [-4.662, 0.101, -2.114], [-3.748, 1.085, -3.246], [-5.174, -0.630, -4.388], [-4.242, -1.905, -3.587], [-4.285, 0.535, -5.992], [-2.682, 2.084, -5.448], [-1.447, 0.849, -5.120], [-1.085, 2.284, -7.103], [-0.572, 0.534, -8.670], [0.073, 0.254, -7.047], [-1.307, -1.597, -6.717], [-1.603, -1.516, -8.462], [-3.591, -1.527, -7.145], [-3.489, -0.127, -8.036], [-1.102, -1.227, 0.544], [-0.858, -0.326, 1.525], [0.413, -0.253, 2.056], [0.657, 0.680, 3.055], [-0.356, 1.521, 3.495], [-1.625, 1.423, 2.941], [-1.888, 0.490, 1.948], [1.187, -0.917, 1.696], [1.646, 0.745, 3.491], [-0.159, 2.248, 4.272], [-2.417, 2.075, 3.285], [-2.872, 0.391, 1.508], [3.104, 3.658, -0.301], [1.948, 3.355, -0.919], [0.941, 2.758, -0.187], [-0.249, 2.453, -0.828], [-0.413, 2.738, -2.177], [0.619, 3.337, -2.889], [1.815, 3.654, -2.261], [1.085, 2.543, 0.863], [-1.047, 1.996, -0.259], [-1.347, 2.501, -2.672], [0.495, 3.571, -3.939], [2.631, 4.127, -2.789], [-1.322, -2.000, 5.305], [-0.335, -2.903, 5.497], [0.617, -3.060, 4.510], [1.632, -3.985, 4.708], [1.677, -4.733, 5.877], [0.704, -4.555, 6.852], [-0.316, -3.631, 6.668], [0.554, -2.464, 3.611], [2.389, -4.112, 3.947], [2.471, -5.451, 6.032], [0.737, -5.136, 7.764], [-1.083, -3.472, 7.414], [4.139, -3.818, 2.438], [4.806, -4.862, 1.891], [4.328, -6.138, 2.109], [5.020, -7.202, 1.549], [6.161, -6.979, 0.792], [6.616, -5.682, 0.592], [5.936, -4.605, 1.143], [3.437, -6.287, 2.705], [4.663, -8.211, 1.708], [6.698, -7.813, 0.361], [7.509, -5.505, 0.006], [6.272, -3.587, 1.006], [-0.916, 4.498, 1.972], [-0.651, 5.333, 3.002], [0.621, 5.336, 3.536], [0.887, 6.190, 4.597], [-0.109, 7.014, 5.103], [-1.379, 6.987, 4.544], [-1.663, 6.140, 3.481], [1.381, 4.687, 3.121], [1.879, 6.211, 5.029], [0.104, 7.676, 5.931], [-2.158, 7.628, 4.936], [-2.643, 6.102, 3.027]], "atomic_forces_ev_per_a": [[-0.2385, 0.1973, -0.2335], [0.1408, -0.0384, -0.0686], [0.0190, 0.0608, 0.0580], [-0.0482, -0.1907, -0.1153], [0.0493, 0.1717, 0.2098], [-0.0059, 0.0691, -0.1314], [0.2131, -0.2511, 0.2483], [-0.0319, 0.1178, 0.0276], [-0.0175, 0.0665, -0.1157], [-0.0444, -0.2004, 0.0263], [0.0852, -0.0591, 0.0305], [0.0059, 0.0067, 0.1246], [0.0943, -0.1077, 0.0820], [-0.0021, -0.0368, 0.0042], [-0.1344, 0.0614, 0.0916], [0.0234, 0.0106, -0.0471], [0.0264, 0.0164, -0.0021], [-0.0364, -0.0656, -0.0687], [0.0843, 0.0069, 0.0885], [-0.0162, -0.0530, -0.0091], [-0.2154, 0.1465, -0.2221], [0.0333, 0.0397, 0.0104], [0.0014, -0.0608, -0.0108], [-0.0209, 0.0353, 0.0430], [0.0115, -0.0959, 0.0612], [-0.0491, 0.0316, -0.0982], [0.0816, 0.1255, 0.0389], [-0.0045, -0.0253, 0.0217], [0.0315, 0.0284, 0.0278], [0.0477, -0.0163, -0.0236], [-0.0262, 0.0105, 0.0029], [0.0126, -0.0072, 0.0186], [0.0081, -0.0145, -0.0012], [-0.0171, 0.0172, -0.0005], [-0.0034, 0.0111, -0.0250], [0.0033, -0.0048, 0.0013], [-0.0028, 0.0039, -0.0005], [-0.0002, 0.0040, -0.0068], [-0.0038, -0.0222, 0.0134], [-0.0017, 0.0022, -0.0017], [-0.0079, -0.0189, -0.0175], [0.0213, 0.0095, 0.0649], [-0.0384, -0.0181, -0.0503], [0.0229, 0.0041, -0.0295], [-0.0074, -0.0086, 0.0133], [0.0044, 0.0014, -0.0243], [-0.0146, 0.0134, -0.0034], [0.0021, 0.0160, 0.0006], [-0.0187, 0.0222, 0.0199], [0.0007, 0.0176, -0.0023], [0.0056, -0.0012, 0.0078], [-0.0013, 0.0001, -0.0019], [0.0020, -0.0039, 0.0003], [-0.0019, -0.0003, -0.0291], [-0.0385, -0.0138, 0.0512], [0.0107, -0.0006, -0.0027], [0.0023, 0.0023, -0.0112], [-0.0030, 0.0001, 0.0177], [-0.0077, 0.0036, 0.0023], [0.0014, 0.0056, 0.0186], [-0.0016, 0.0014, 0.0013], [0.0009, 0.0017, 0.0008], [-0.0042, 0.0024, -0.0061], [0.0257, 0.0067, -0.0531], [-0.0083, -0.0036, 0.0188], [-0.0075, -0.0109, 0.0019], [0.0056, 0.0039, -0.0070], [-0.0007, -0.0015, 0.0003], [-0.0042, -0.0063, 0.0055], [0.0163, 0.0052, -0.0093], [-0.0012, 0.0077, -0.0021], [0.0004, 0.0003, 0.0029], [0.0004, 0.0009, 0.0000], [-0.0015, 0.0009, -0.0024], [-0.0043, 0.0019, 0.0087], [-0.0347, 0.0055, -0.0563], [0.0311, -0.0278, 0.0256], [0.0191, -0.0074, 0.0039], [-0.0055, 0.0076, 0.0025], [-0.0009, -0.0007, -0.0002], [0.0089, -0.0021, 0.0060], [-0.0186, -0.0012, 0.0030], [-0.0022, 0.0007, -0.0110], [0.0000, -0.0028, 0.0006], [-0.0012, -0.0006, -0.0003], [0.0003, 0.0017, -0.0028], [0.0018, -0.0054, -0.0041]]}